Entry 1:
{
  "formula": "C35H45N3OPSV",
  "method": "wB97M-V/def2-TZVPD",
  "gap_ev": [7.7, 7.7],
  "total_charge": 2,
  "fmax_ev_per_a": 0.291,
  "homo_ha": [-0.470, -0.471],
  "s2": 2.0308,
  "de_lowest_kcal_mol": 2.6,
  "multiplicity": 3,
  "e_tot_ev": -89340.827,
  "elements": ["V", "C", "C", "C", "C", "C", "C", "P", "C", "C", "C", "C", "C", "C", "C", "C", "C", "C", "C", "C", "H", "H", "H", "H", "H", "H", "H", "H", "H", "H", "H", "H", "H", "H", "O", "S", "C", "C", "C", "C", "H", "H", "H", "H", "H", "H", "H", "H", "N", "C", "C", "N", "C", "C", "H", "H", "H", "H", "H", "H", "H", "H", "H", "H", "H", "C", "N", "C", "C", "C", "C", "C", "C", "C", "C", "H", "H", "H", "H", "H", "H", "H", "H", "H", "H", "H", "H"],
  "xyz": [[-0.623, 0.384, -0.324], [3.096, 1.111, 4.673], [2.925, -0.165, 4.146], [2.570, -0.326, 2.817], [2.396, 0.786, 1.991], [2.567, 2.061, 2.525], [2.917, 2.221, 3.861], [1.853, 0.524, 0.278], [3.278, -0.154, -0.614], [4.442, -0.559, 0.033], [5.490, -1.104, -0.696], [5.387, -1.244, -2.072], [4.232, -0.830, -2.723], [3.181, -0.292, -1.999], [1.461, 2.151, -0.399], [2.349, 3.157, -0.780], [1.831, 4.373, -1.190], [0.448, 4.582, -1.201], [-0.421, 3.564, -0.846], [0.067, 2.308, -0.456], [3.375, 1.234, 5.711], [3.074, -1.036, 4.772], [2.432, -1.327, 2.422], [2.437, 2.936, 1.900], [3.062, 3.217, 4.259], [4.551, -0.446, 1.104], [6.391, -1.412, -0.182], [6.206, -1.669, -2.636], [4.147, -0.930, -3.797], [2.282, 0.015, -2.517], [3.420, 2.991, -0.751], [2.495, 5.174, -1.490], [0.063, 5.548, -1.504], [-1.489, 3.762, -0.865], [-1.580, 0.162, 1.416], [-0.820, 0.103, 2.770], [-2.077, -0.544, 3.916], [-2.366, 0.560, 4.934], [-2.231, 1.881, 4.184], [-0.907, 1.778, 3.437], [-1.714, -1.478, 4.340], [-2.938, -0.749, 3.278], [-1.640, 0.518, 5.748], [-3.353, 0.422, 5.373], [-2.231, 2.739, 4.855], [-3.053, 2.012, 3.476], [-0.044, 1.848, 4.105], [-0.748, 2.462, 2.603], [-5.032, 0.154, -2.730], [-4.414, 1.526, -2.689], [-2.963, 1.392, -2.266], [-2.781, 0.707, -0.974], [-3.473, -0.593, -0.979], [-4.935, -0.512, -1.385], [-4.538, -0.413, -3.425], [-6.005, 0.206, -3.034], [-5.011, 2.113, -1.989], [-4.496, 1.966, -3.681], [-2.509, 2.380, -2.212], [-2.406, 0.829, -3.020], [-3.130, 1.290, -0.215], [-3.404, -1.033, 0.016], [-2.926, -1.244, -1.669], [-5.526, 0.095, -0.699], [-5.382, -1.501, -1.462], [1.667, -3.384, -0.325], [0.307, -3.880, -0.428], [-0.063, -4.655, 0.739], [-0.635, -2.819, -0.676], [-0.435, -2.120, -2.005], [-0.321, -2.885, -3.166], [-0.137, -2.268, -4.393], [-0.066, -0.879, -4.464], [-0.195, -0.124, -3.307], [-0.378, -0.724, -2.049], [2.358, -4.217, -0.198], [1.783, -2.707, 0.542], [1.946, -2.839, -1.224], [0.634, -5.482, 0.868], [-1.063, -5.070, 0.614], [-0.046, -4.050, 1.664], [-0.595, -2.057, 0.146], [-1.639, -3.258, -0.625], [-0.351, -3.966, -3.092], [-0.036, -2.867, -5.289], [0.106, -0.392, -5.415], [-0.100, 0.958, -3.387]]
}

Entry 2:
{
  "formula": "C35H45NO4P2SSe2SiV",
  "method": "wB97M-V/def2-TZVPD",
  "gap_ev": [4.6, 4.6],
  "total_charge": -2,
  "fmax_ev_per_a": 2.932,
  "homo_ha": [-0.018, -0.018],
  "s2": 0.7883,
  "de_lowest_kcal_mol": 46.6,
  "multiplicity": 2,
  "e_tot_ev": -240379.033,
  "elements": ["V", "O", "C", "C", "C", "O", "C", "Se", "C", "Se", "H", "H", "H", "H", "H", "H", "H", "H", "H", "H", "C", "Si", "C", "C", "C", "C", "C", "C", "N", "C", "S", "H", "H", "H", "H", "H", "H", "H", "H", "H", "H", "H", "H", "O", "C", "C", "C", "C", "C", "C", "C", "P", "C", "C", "C", "C", "C", "C", "C", "C", "C", "C", "C", "C", "H", "H", "H", "H", "H", "H", "H", "H", "H", "H", "H", "H", "H", "H", "C", "P", "C", "C", "O", "H", "H", "H", "H", "H", "H", "H", "H", "H"],
  "xyz": [[0.084, -0.529, -0.455], [-2.472, 4.041, 3.488], [-1.381, 4.232, 2.556], [-1.863, 4.662, 1.171], [-2.546, 6.044, 1.310], [-3.696, 6.080, 2.164], [-0.658, 4.899, 0.222], [0.840, 3.588, 0.194], [-2.914, 3.673, 0.562], [-3.080, 1.797, 1.249], [-2.899, 3.200, 3.171], [-0.802, 3.317, 2.451], [-0.729, 5.005, 2.973], [-2.867, 6.383, 0.320], [-1.797, 6.758, 1.674], [-3.521, 5.412, 2.850], [-0.208, 5.869, 0.455], [-1.052, 4.966, -0.795], [-2.734, 3.597, -0.514], [-3.904, 4.096, 0.697], [-3.401, -3.253, 4.506], [-3.779, -1.898, 3.266], [-4.732, -2.710, 1.886], [-4.873, -0.601, 4.038], [-2.160, -1.058, 2.858], [-1.536, -0.375, 3.898], [-0.390, 0.379, 3.689], [0.156, 0.405, 2.428], [-0.385, -0.297, 1.415], [-1.551, -0.971, 1.593], [-2.113, -1.615, 0.063], [-4.323, -3.709, 4.893], [-2.818, -2.878, 5.358], [-2.807, -4.036, 4.015], [-5.666, -3.121, 2.293], [-4.154, -3.518, 1.427], [-4.972, -1.988, 1.099], [-5.910, -0.952, 4.123], [-4.855, 0.300, 3.408], [-4.524, -0.312, 5.038], [-1.977, -0.398, 4.894], [0.051, 0.965, 4.483], [1.020, 1.005, 2.178], [1.746, 0.681, -0.804], [1.975, -0.503, -0.389], [3.065, -1.474, -0.230], [4.435, -1.241, -0.117], [5.299, -2.312, 0.110], [4.816, -3.601, 0.227], [3.437, -3.823, 0.128], [2.583, -2.766, -0.110], [0.733, -2.711, -0.183], [0.349, -3.754, -1.651], [1.297, -3.889, -2.668], [0.969, -4.481, -3.881], [-0.318, -4.946, -4.107], [-1.273, -4.815, -3.108], [-0.944, -4.223, -1.893], [0.362, -3.772, 1.275], [-0.149, -5.063, 1.226], [-0.308, -5.806, 2.394], [0.040, -5.263, 3.622], [0.543, -3.969, 3.682], [0.707, -3.233, 2.517], [4.806, -0.225, -0.182], [6.364, -2.135, 0.209], [5.498, -4.425, 0.403], [3.034, -4.825, 0.239], [2.297, -3.505, -2.514], [1.721, -4.566, -4.658], [-0.578, -5.398, -5.057], [-2.286, -5.161, -3.278], [-1.705, -4.097, -1.133], [-0.416, -5.501, 0.273], [-0.715, -6.810, 2.341], [-0.088, -5.840, 4.530], [0.797, -3.527, 4.638], [1.110, -2.227, 2.561], [0.455, 1.772, -3.682], [-0.520, 0.486, -2.912], [-1.898, 0.048, -3.986], [-1.279, 1.293, -1.487], [0.295, -0.773, -2.662], [-0.179, 2.571, -4.071], [1.067, 1.339, -4.473], [1.094, 2.180, -2.891], [-2.530, 0.899, -4.248], [-2.481, -0.685, -3.426], [-1.507, -0.435, -4.883], [-1.603, 2.283, -1.808], [-0.551, 1.513, -0.667], [-2.147, 0.750, -1.119]]
}

Entry 3:
{
  "formula": "C35H46BBr2FNO3",
  "method": "wB97M-V/def2-TZVPD",
  "gap_ev": 7.5,
  "total_charge": 1,
  "fmax_ev_per_a": 1.086,
  "homo_ha": -0.376,
  "de_lowest_kcal_mol": 0.0,
  "e_tot_ev": -188148.559,
  "elements": ["C", "C", "B", "O", "C", "C", "C", "C", "C", "C", "C", "C", "C", "C", "C", "C", "C", "C", "C", "C", "O", "C", "C", "C", "F", "C", "C", "Br", "C", "C", "Br", "C", "O", "H", "H", "H", "H", "H", "H", "H", "H", "H", "H", "H", "H", "H", "H", "H", "H", "H", "H", "H", "H", "H", "H", "H", "H", "H", "H", "C", "C", "C", "N", "C", "C", "C", "C", "C", "C", "H", "H", "H", "H", "H", "H", "H", "H", "H", "H", "H", "H", "H", "H", "H", "H", "H", "H", "H", "H"],
  "xyz": [[6.807, 2.354, -1.289], [6.455, 1.862, -2.710], [5.260, 0.842, -2.652], [5.442, -0.472, -2.965], [3.792, 1.229, -2.206], [2.936, 1.747, -3.165], [1.619, 2.099, -2.910], [0.751, 2.614, -4.038], [-0.101, 1.491, -4.612], [0.356, 0.177, -4.617], [-0.426, -0.855, -5.111], [-1.693, -0.609, -5.612], [-2.152, 0.700, -5.619], [-1.374, 1.741, -5.128], [-1.959, 3.131, -5.157], [1.160, 1.947, -1.599], [2.004, 1.414, -0.617], [3.325, 1.057, -0.903], [4.225, 0.513, 0.173], [1.408, 1.260, 0.736], [1.684, 0.378, 1.513], [0.429, 2.315, 1.120], [0.405, 2.703, 2.578], [-0.410, 1.692, 3.389], [0.405, 0.864, 4.151], [-0.365, 2.852, 0.195], [-1.340, 3.904, 0.527], [-0.549, 5.584, 0.957], [-2.668, 3.776, 0.551], [-3.569, 4.902, 0.923], [-3.458, 2.118, 0.086], [-0.227, 2.332, -1.208], [-1.167, 2.213, -1.941], [5.970, 2.902, -0.864], [7.653, 3.034, -1.310], [7.050, 1.513, -0.648], [6.241, 2.727, -3.337], [7.354, 1.400, -3.120], [6.238, -0.594, -3.493], [3.291, 1.890, -4.179], [1.389, 3.023, -4.817], [0.110, 3.369, -3.604], [1.331, -0.087, -4.237], [-0.068, -1.874, -5.096], [-2.305, -1.418, -5.973], [-3.138, 0.883, -6.020], [-2.620, 3.308, -4.312], [-1.190, 3.894, -5.207], [-2.568, 3.244, -6.050], [5.183, 0.184, -0.212], [4.381, 1.280, 0.930], [3.767, -0.325, 0.681], [-0.022, 3.686, 2.709], [1.416, 2.635, 2.966], [-0.978, 1.057, 2.718], [-1.093, 2.197, 4.069], [-4.613, 4.659, 0.757], [-3.341, 5.788, 0.340], [-3.436, 5.142, 1.974], [-3.092, -1.985, 0.646], [-3.036, -1.572, 2.113], [-1.876, -2.100, 2.947], [-1.749, -3.601, 3.127], [-3.101, -4.225, 3.335], [-3.029, -5.686, 3.747], [-2.179, -5.863, 4.999], [-0.795, -5.271, 4.773], [-0.889, -3.814, 4.358], [-1.042, -4.177, 1.944], [-3.393, -3.025, 0.514], [-3.834, -1.383, 0.123], [-2.131, -1.829, 0.151], [-3.990, -1.795, 2.595], [-2.948, -0.485, 2.148], [-1.977, -1.690, 3.951], [-0.922, -1.761, 2.548], [-3.596, -3.638, 4.109], [-3.655, -4.124, 2.405], [-4.043, -6.042, 3.928], [-2.633, -6.297, 2.932], [-2.105, -6.918, 5.261], [-2.664, -5.362, 5.843], [-0.249, -5.855, 4.030], [-0.208, -5.330, 5.690], [0.090, -3.395, 4.130], [-1.342, -3.227, 5.156], [-0.077, -3.686, 1.854], [-1.635, -4.009, 1.053], [-0.902, -5.243, 2.084]]
}

Entry 4:
{
  "formula": "C35H46Cl2N3PW",
  "method": "wB97M-V/def2-TZVPD",
  "gap_ev": [5.4, 6.5],
  "fmax_ev_per_a": 3.491,
  "homo_ha": [-0.216, -0.256],
  "s2": 2.1123,
  "multiplicity": 3,
  "e_tot_ev": -77673.303,
  "elements": ["P", "C", "C", "C", "C", "C", "C", "C", "C", "C", "C", "C", "C", "C", "C", "C", "C", "C", "C", "H", "H", "H", "H", "H", "H", "H", "H", "H", "H", "H", "H", "H", "H", "H", "H", "H", "H", "H", "H", "H", "H", "H", "H", "H", "H", "H", "H", "H", "H", "H", "H", "H", "W", "Cl", "Cl", "C", "H", "C", "C", "C", "C", "C", "C", "H", "H", "H", "H", "H", "N", "C", "C", "C", "C", "C", "C", "C", "N", "C", "C", "N", "C", "H", "H", "H", "H", "H", "H", "H"],
  "xyz": [[-0.817, 0.675, -1.368], [0.378, 1.649, -2.418], [-0.095, 1.940, -3.856], [1.060, 2.544, -4.667], [1.665, 3.779, -3.989], [2.046, 3.514, -2.527], [0.869, 2.930, -1.733], [-2.203, 1.767, -0.755], [-2.905, 2.559, -1.868], [-4.152, 3.254, -1.296], [-3.824, 4.139, -0.087], [-3.038, 3.379, 0.986], [-1.800, 2.700, 0.387], [-1.636, -0.550, -2.512], [-0.609, -1.510, -3.126], [-1.279, -2.458, -4.133], [-2.456, -3.221, -3.518], [-3.466, -2.276, -2.862], [-2.798, -1.318, -1.864], [1.235, 0.949, -2.473], [-0.945, 2.639, -3.836], [-0.451, 1.028, -4.355], [0.708, 2.799, -5.673], [1.838, 1.776, -4.784], [2.543, 4.116, -4.551], [0.933, 4.598, -4.025], [2.880, 2.800, -2.493], [2.392, 4.441, -2.055], [1.174, 2.735, -0.695], [0.054, 3.669, -1.690], [-2.910, 1.029, -0.335], [-4.872, 2.481, -0.991], [-3.193, 1.899, -2.701], [-2.210, 3.313, -2.275], [-4.631, 3.847, -2.082], [-4.748, 4.543, 0.340], [-3.231, 5.001, -0.423], [-2.734, 4.058, 1.793], [-3.680, 2.607, 1.437], [-1.278, 2.149, 1.176], [-1.094, 3.463, 0.027], [-2.054, 0.083, -3.316], [0.206, -0.963, -3.624], [-0.129, -2.095, -2.329], [-1.646, -1.862, -4.979], [-0.537, -3.161, -4.528], [-2.083, -3.933, -2.770], [-2.958, -3.814, -4.292], [-4.245, -2.850, -2.346], [-3.962, -1.681, -3.641], [-3.554, -0.629, -1.461], [-2.422, -1.893, -1.009], [0.415, -0.683, 0.420], [-1.653, -1.148, 1.307], [2.010, -1.422, -1.029], [1.126, 1.008, 1.104], [2.007, 1.276, 0.484], [1.003, 1.857, 2.309], [-0.099, 1.744, 3.211], [-0.127, 2.484, 4.405], [0.913, 3.355, 4.731], [2.022, 3.464, 3.872], [2.061, 2.746, 2.680], [-0.897, 1.028, 2.967], [-0.968, 2.339, 5.090], [2.869, 4.094, 4.165], [2.941, 2.789, 2.031], [0.890, 3.912, 5.667], [4.704, -9.359, 5.397], [4.292, -8.356, 4.952], [3.762, -7.124, 4.415], [4.141, -6.659, 3.149], [3.539, -5.518, 2.605], [2.682, -4.754, 3.412], [2.366, -5.169, 4.713], [2.885, -6.364, 5.211], [2.252, -3.464, 3.000], [2.308, -2.338, 3.821], [1.682, -1.338, 3.179], [1.320, -1.807, 1.914], [1.697, -3.087, 1.821], [4.914, -7.193, 2.592], [3.779, -5.185, 1.594], [1.690, -4.570, 5.333], [2.628, -6.689, 6.220], [2.717, -2.346, 4.814], [1.381, -0.373, 3.557], [1.415, -3.792, 1.050]]
}